Entry 1:
{"formula": "C19H25N4O9PbS2", "method": "wB97M-V/def2-TZVPD", "elements": ["Pb", "O", "C", "O", "C", "C", "N", "N", "C", "C", "O", "O", "H", "H", "H", "O", "S", "O", "O", "S", "N", "C", "C", "N", "C", "C", "H", "H", "H", "H", "H", "H", "H", "H", "H", "H", "H", "C", "C", "C", "C", "C", "C", "C", "C", "C", "C", "O", "O", "H", "H", "H", "H", "H", "H", "H", "H", "H", "H", "H"], "xyz": [[0.190, -0.264, -0.673], [-2.980, -4.418, 2.905], [-2.325, -3.633, 3.736], [-2.351, -3.790, 4.937], [-1.509, -2.536, 3.143], [-0.776, -1.662, 3.918], [-0.165, -0.812, 3.082], [-0.457, -1.063, 1.806], [-1.270, -2.107, 1.814], [-1.771, -2.628, 0.493], [-2.548, -3.595, 0.507], [-1.359, -2.033, -0.545], [-2.823, -4.147, 1.942], [-0.668, -1.614, 4.988], [0.396, 0.000, 3.295], [2.720, 0.253, -2.294], [3.510, -0.377, -1.236], [3.170, 0.113, 0.092], [4.915, -0.507, -1.512], [2.708, -2.377, -1.195], [0.739, -2.036, -4.079], [-0.569, -2.628, -3.784], [-1.593, -1.518, -3.535], [-0.912, -0.337, -3.007], [-0.033, 0.278, -4.017], [0.632, -0.815, -4.863], [1.338, -2.706, -4.541], [2.132, -2.239, -2.409], [-0.477, -3.250, -2.891], [-0.935, -3.261, -4.604], [-2.323, -1.852, -2.801], [-2.124, -1.270, -4.464], [-1.590, 0.345, -2.675], [0.730, 0.865, -3.505], [-0.601, 0.948, -4.673], [1.634, -0.491, -5.143], [0.058, -0.971, -5.790], [2.705, 2.717, 3.789], [1.586, 2.627, 2.786], [1.830, 2.823, 1.436], [0.806, 2.771, 0.493], [1.134, 3.028, -0.957], [-0.491, 2.476, 0.916], [-0.764, 2.273, 2.273], [-2.159, 1.934, 2.723], [0.277, 2.366, 3.189], [-1.616, 2.343, -0.096], [-2.469, 3.213, -0.169], [-1.585, 1.260, -0.803], [3.631, 2.320, 3.374], [2.471, 2.160, 4.697], [2.887, 3.755, 4.079], [2.844, 3.006, 1.097], [1.717, 3.946, -1.049], [0.235, 3.138, -1.563], [1.746, 2.221, -1.372], [-2.502, 1.008, 2.253], [-2.859, 2.716, 2.429], [-2.201, 1.804, 3.805], [0.062, 2.227, 4.246]], "lowdin_charge": [1.517, 0.114, -0.515, 0.075, -0.047, 0.004, 0.040, 0.033, -0.135, -0.552, 0.046, -0.161, 0.056, 0.137, 0.138, -0.471, 0.102, -0.459, -0.374, 0.491, -0.092, -0.192, -0.197, -0.150, -0.190, -0.202, 0.112, -0.207, 0.107, 0.110, 0.110, 0.116, 0.084, 0.083, 0.118, 0.118, 0.108, -0.051, -0.270, -0.009, -0.238, -0.034, -0.113, -0.228, -0.029, -0.051, -0.647, 0.061, -0.205, 0.080, 0.070, 0.079, 0.128, 0.090, 0.083, 0.047, 0.085, 0.085, 0.075, 0.115], "gap_ev": 8.8547, "charge": -1, "energy_ev": -71421.3091}



Entry 2:
{"formula": "CH2N4O", "method": "wB97M-V/def2-TZVPD", "elements": ["C", "H", "H", "N", "N", "N", "N", "O"], "xyz": [[0.440, 0.088, 0.265], [2.124, -0.527, -0.429], [-0.264, -0.624, -1.487], [1.642, -0.166, 0.461], [-0.366, 0.449, 1.395], [-1.582, 0.397, 1.011], [-0.314, 0.181, -0.896], [-1.680, 0.201, -0.320]], "lowdin_charge": [-0.552, 0.094, 0.130, 0.141, 0.106, 0.040, 0.130, -0.089], "gap_ev": 10.0888, "energy_ev": -9073.2561, "smiles": "[H]/N=c1/nno[nH]1"}



Entry 3:
{"formula": "C5H4NO2S", "method": "wB97M-V/def2-TZVPD", "elements": ["C", "C", "C", "C", "C", "N", "O", "O", "S", "H", "H", "H", "H"], "xyz": [[-1.431, 0.036, -0.236], [-1.282, -1.329, -0.087], [0.779, -0.026, -0.152], [3.623, -0.477, -0.085], [2.383, 0.280, 0.034], [-0.314, 0.756, -0.246], [4.633, -0.958, -0.079], [-2.171, -2.302, -0.020], [0.392, -1.735, 0.025], [-2.360, 0.567, -0.332], [2.540, 1.198, -0.552], [2.414, 0.569, 1.102], [-3.080, -2.002, -0.150]], "lowdin_charge": [-0.168, -0.595, -0.508, 0.067, -0.041, 0.047, 0.408, 0.054, 1.137, 0.129, 0.162, 0.164, 0.143], "gap_ev": 6.8394, "charge": 1, "energy_ev": -21659.9824}



Energy relative to the best compared isomer or geometry (same formula, charge and spin) across the listed records, respectively: 4.47 70.15 15.92 kcal/mol.
HOMO across the listed records, respectively: -6.3 -10.2 -12.6 eV.